Below is an isolated ion of composition C5H13N2 and charge +1, with properties calculated with wB97M-V/def2-TZVPD.

**Total charge**: +1
**Energy above the lowest of the compared OMol25 structures with the same formula, charge and spin**: 0.973 eV
**SMILES**: CCCCNC=[NH2+]
**HOMO**: -0.548 Eh

Structure (XYZ):
```
20
Properties=species:S:1:pos:R:3:mulliken_charge:R:1
N 0.78165 -0.11821 0.54850 -0.0575
N 2.35853 -1.83282 0.64277 -0.3003
C 1.95704 -0.59098 0.85759 0.1476
C -1.76036 1.30775 0.00837 -0.6750
C -1.59860 -0.18733 -0.14918 -0.8536
C -0.18438 -0.71020 -0.39162 -0.5392
C -1.50111 2.07895 -1.33033 -1.0010
H -2.76641 1.58712 0.30983 0.3469
H 2.68039 0.03405 1.36702 0.3525
H -1.10888 1.72675 0.77871 0.3992
H -2.18473 2.91956 -1.37472 0.3628
H 0.12874 -0.48618 -1.41392 0.3391
H -0.19288 -1.78919 -0.23822 0.3796
H 3.24205 -2.06845 1.06151 0.2586
H -0.47783 2.45076 -1.34046 0.2640
H 0.76437 0.88990 0.47530 0.2440
H -2.02473 -0.76278 0.68185 0.4167
H -2.23124 -0.56259 -0.95871 0.3896
H 1.91361 -2.41731 -0.04834 0.2280
H -1.68068 1.45788 -2.20094 0.2981
```

Below is an isolated ion of composition C5H13N2 and charge +1, with properties calculated with wB97M-V/def2-TZVPD.

**Total charge**: +1
**Energy above the lowest of the compared OMol25 structures with the same formula, charge and spin**: 3.283 eV
**SMILES**: N/C=C/CCC[NH3+]
**HOMO**: -0.438 Eh

Structure (XYZ):
```
20
Properties=species:S:1:pos:R:3:mulliken_charge:R:1
N 1.02019 -3.04912 -0.80343 -0.4150
N -0.30268 1.56967 -1.41147 -0.3003
C 0.15422 0.03262 1.27893 -0.4506
C 0.09437 -0.98355 0.24340 -0.6671
C -1.05184 1.01864 0.97070 -0.6407
C 1.14674 -1.83378 -0.01842 -0.0977
C -0.59203 2.17013 0.06282 -0.5484
H -0.80940 -1.39072 -0.19297 0.3990
H -0.38400 0.53392 -1.17132 0.1934
H 0.57714 1.51833 -1.79054 0.3595
H 1.06534 0.60272 1.43325 0.3638
H -0.09809 -0.42115 2.22335 0.3466
H 1.73444 -3.68247 -0.93780 0.2205
H 0.55749 2.42688 0.20198 0.3142
H -1.17365 3.02961 -0.12099 0.4240
H -0.92645 1.78394 -2.21135 0.3576
H -1.32175 1.60104 1.89335 0.3536
H -1.92754 0.41689 0.50171 0.3427
H 2.07150 -1.84998 0.61467 0.2681
H 0.16601 -3.49362 -0.76587 0.1768
```

Below is an isolated ion of composition C5H13N2 and charge +1, with properties calculated with wB97M-V/def2-TZVPD.

**Total charge**: +1
**Energy above the lowest of the compared OMol25 structures with the same formula, charge and spin**: 5.447 eV
**SMILES**: CCN1C[N+]1(C)C
**HOMO**: -0.547 Eh

Structure (XYZ):
```
20
Properties=species:S:1:pos:R:3:mulliken_charge:R:1
N 0.11578 0.91386 0.35846 -0.4861
N -0.96508 0.03530 -0.02525 0.6196
C -0.33936 0.61132 -1.20897 -0.3666
C 1.38391 0.37789 0.92831 -0.1954
C -0.87422 -1.40149 0.01244 -0.7896
C 2.39344 -0.00515 -0.17226 -1.2125
C -2.22894 0.67066 0.47680 -0.7992
H 3.33060 -0.31975 0.19338 0.4225
H 1.82644 1.20927 1.55070 0.3144
H -1.71188 -1.85478 -0.57395 0.3923
H -2.64804 0.06267 1.30155 0.2963
H 2.73509 0.84448 -0.83327 0.3403
H -1.81322 1.69365 0.51664 0.3470
H -0.84126 1.55449 -1.75750 0.2713
H -3.03147 0.63688 -0.15092 0.4051
H 0.09727 -1.74293 -0.49580 0.3039
H 2.15632 -0.71493 -0.87065 0.3241
H -1.05980 -1.93473 0.97902 0.3268
H 0.20911 -0.10410 -1.83709 0.2711
H 1.26531 -0.53259 1.60837 0.2147
```

Below is C5H13N2 as an isolated structure, with properties calculated with wB97M-V/def2-TZVPD.

**Total charge**: +1
**Energy above the lowest of the compared OMol25 structures with the same formula, charge and spin**: 4.267 eV
**HOMO**: -0.421 Eh

Structure (XYZ):
```
20
Properties=species:S:1:pos:R:3:mulliken_charge:R:1
N 1.33974 -1.21199 -0.19710 -0.0562
N -1.63114 1.40809 0.49953 -0.4206
C 0.65497 0.04151 -0.61993 0.2731
C -1.12850 0.14827 0.32715 0.8921
C -0.78443 -0.30335 -1.03459 -0.8171
C 1.52676 1.22509 -0.93882 -1.4668
C -1.38887 -0.82958 1.41883 -1.7647
H -0.95106 -1.79183 1.42551 0.4479
H 0.87127 1.96263 -1.44550 0.3550
H 2.30927 -0.93191 0.03035 0.3902
H 1.13261 -1.78275 -0.91257 0.3403
H -1.70407 1.49439 1.45806 0.2244
H -2.41907 -0.88180 1.54470 0.4391
H 1.94195 1.67302 -0.04782 0.3463
H -1.22521 0.37561 -1.87731 0.2988
H 0.83043 -1.62825 0.58362 0.2072
H -1.00004 -0.34605 2.41825 0.3904
H -1.48521 2.08572 -0.16403 0.2121
H -1.01113 -1.39775 -1.36997 0.3150
H 2.33690 1.07644 -1.74233 0.3936
```

- What is the formula in the third record?
  C5H13N2

- The highest energy above the lowest of the compared OMol25 structures with the same formula, charge and spin belongs to which entry?
  number 3

- What is the energy above the lowest of the compared OMol25 structures with the same formula, charge and spin in the fourth record?
  4.267 eV